(1)
This record from the Open Molecules 2025 dataset describes a molecular structure, C28H56AgF12N2O12 at a distorted geometry. The level of theory is ωB97M-V/def2-TZVPD.

Molecular weight ... 948.602 g mol⁻¹
F_max ... 3.910 eV/Å
Frontier orbital gap ... 6.542 eV
HOMO energy ... -4.54 eV
Charge ... -1
Energy relative to the best compared isomer or geometry (same formula, charge and spin) ... 2.0545 eV

Geometry as XYZ:
```
111
C28H56AgF12N2O12 ωB97M-V/def2-TZVPD
Ag -13.154 23.463 -4.857
C -10.165 23.527 -6.398
O -10.338 22.381 -7.234
O -10.599 23.119 -5.153
C -8.674 23.944 -6.298
F -7.869 23.119 -5.610
F -8.151 23.986 -7.560
F -8.524 25.143 -5.705
C -10.619 22.672 -8.587
C -10.886 21.279 -9.242
H -11.711 20.820 -8.695
H -11.099 21.367 -10.312
H -10.119 20.500 -9.272
H -9.857 23.140 -9.217
H -11.547 23.241 -8.687
H -10.740 24.357 -6.825
C -13.864 21.144 -2.327
O -14.090 21.539 -0.956
O -13.194 22.082 -2.989
C -13.196 19.737 -2.505
F -11.926 19.649 -2.061
F -13.883 18.797 -1.796
F -13.250 19.379 -3.779
C -15.179 20.972 -0.299
C -15.361 21.490 1.139
H -14.503 21.156 1.724
H -15.524 22.561 1.247
H -16.259 20.991 1.510
H -15.170 19.879 -0.320
H -16.103 21.193 -0.859
H -14.857 21.000 -2.790
C -13.851 27.140 -4.065
O -15.229 27.273 -3.697
O -13.597 25.814 -3.944
C -13.692 27.711 -5.535
F -14.393 26.997 -6.466
F -14.219 28.947 -5.613
F -12.423 27.756 -5.959
C -15.694 28.481 -3.119
C -17.086 28.099 -2.575
H -17.955 28.105 -3.234
H -16.995 27.148 -2.054
H -17.316 28.869 -1.829
H -15.621 29.314 -3.822
H -15.133 28.815 -2.240
H -13.161 27.693 -3.413
C -15.302 22.138 -7.640
O -15.836 22.697 -8.843
O -14.780 23.129 -6.885
C -16.449 21.289 -7.010
F -16.750 20.277 -7.854
F -16.059 20.656 -5.856
F -17.554 21.966 -6.708
C -14.829 22.933 -9.776
C -15.404 23.779 -10.890
H -16.315 23.426 -11.367
H -15.453 24.781 -10.450
H -14.662 23.851 -11.691
H -14.605 22.023 -10.358
H -13.882 23.375 -9.466
H -14.530 21.415 -7.944
C -19.220 28.024 -6.928
O -18.630 27.010 -6.163
C -17.348 26.709 -6.662
C -16.868 25.353 -6.219
N -16.881 25.260 -4.711
H -16.157 25.818 -4.231
H -17.774 25.600 -4.358
C -16.604 23.867 -4.137
C -16.820 23.841 -2.661
O -18.049 24.459 -2.294
C -19.107 23.538 -2.193
H -18.651 28.960 -6.971
H -20.237 28.188 -6.575
H -19.314 27.830 -8.005
H -16.623 27.471 -6.360
H -17.348 26.720 -7.757
H -15.847 25.148 -6.547
H -17.422 24.509 -6.629
H -15.582 23.666 -4.397
H -17.431 23.382 -4.657
H -16.046 24.408 -2.134
H -16.683 22.846 -2.231
H -19.365 23.183 -3.204
H -20.125 23.883 -1.995
H -18.877 22.688 -1.550
C -15.135 26.782 0.036
O -13.936 26.051 -0.202
C -13.775 24.951 0.661
C -12.528 24.208 0.167
N -12.338 24.140 -1.319
H -13.062 23.592 -1.809
H -12.391 25.065 -1.756
C -10.972 23.629 -1.749
C -9.853 24.589 -1.382
O -10.251 25.944 -1.477
C -10.333 26.348 -2.829
H -15.057 27.760 -0.433
H -15.207 27.041 1.098
H -15.926 26.118 -0.314
H -14.636 24.292 0.493
H -13.678 25.309 1.688
H -12.416 23.212 0.591
H -11.680 24.796 0.520
H -11.113 23.601 -2.809
H -10.857 22.601 -1.413
H -9.001 24.370 -2.032
H -9.447 24.395 -0.386
H -10.900 25.770 -3.566
H -9.351 26.447 -3.309
H -10.693 27.366 -3.004
```

(2)
This record from the Open Molecules 2025 dataset describes 14 unconnected molecules or ions with the total composition C28H56Br28 at a distorted geometry. The level of theory is ωB97M-V/def2-TZVPD.

Molecular weight ... 2630.068 g mol⁻¹
F_max ... 2.669 eV/Å
Frontier orbital gap ... 10.011 eV
HOMO energy ... -10.09 eV
Charge ... 0
Energy relative to the best compared isomer or geometry (same formula, charge and spin) ... 1.0110 eV

Geometry as XYZ:
```
112
C28H56Br28 ωB97M-V/def2-TZVPD
Br -1.433 5.553 22.119
C -0.299 5.847 20.548
C 1.247 6.103 21.003
Br 2.365 6.186 19.384
H -0.650 6.751 20.034
H -0.336 4.934 19.972
H 1.583 5.227 21.567
H 1.350 7.070 21.470
Br -6.833 3.523 29.603
C -8.176 4.494 28.550
C -7.617 4.712 27.171
Br -8.481 6.241 26.150
H -8.344 5.409 29.106
H -9.091 3.922 28.533
H -7.742 3.873 26.470
H -6.606 5.144 27.115
Br -1.479 -0.060 23.574
C -0.448 1.622 23.308
C 0.483 1.880 24.527
Br 1.456 3.542 24.042
H -1.136 2.432 23.179
H 0.085 1.441 22.373
H 1.227 1.097 24.661
H -0.093 2.137 25.402
Br 0.084 -1.281 31.752
C -1.418 -0.398 32.625
C -2.713 -0.598 31.859
Br -4.166 0.120 32.942
H -1.182 0.668 32.748
H -1.461 -0.755 33.643
H -2.989 -1.619 31.624
H -2.749 -0.010 30.942
Br -3.604 7.967 29.480
C -2.210 6.607 29.821
C -2.254 5.934 31.137
Br -1.418 6.817 32.676
H -1.328 7.200 29.596
H -2.412 5.854 29.041
H -1.711 4.985 31.055
H -3.284 5.725 31.452
Br -3.648 -1.235 28.290
C -3.266 -3.095 27.667
C -2.768 -3.763 28.974
Br -2.080 -5.660 28.556
H -2.491 -2.979 26.902
H -4.228 -3.497 27.398
H -3.588 -3.847 29.691
H -1.892 -3.296 29.414
Br -2.124 9.501 25.844
C -3.041 7.934 24.832
C -3.488 6.807 25.819
Br -4.500 5.452 24.612
H -2.294 7.654 24.108
H -3.919 8.421 24.405
H -4.178 7.111 26.593
H -2.651 6.223 26.163
Br -2.190 3.516 27.000
C -3.357 2.141 26.058
C -4.671 2.166 26.928
Br -6.110 1.015 26.123
H -2.810 1.186 26.013
H -3.567 2.588 25.091
H -5.038 3.197 26.979
H -4.434 1.748 27.909
Br 0.677 0.907 28.264
C 0.126 2.104 29.767
C 1.225 2.078 30.834
Br 0.782 3.350 32.288
H -0.843 1.693 30.092
H 0.045 3.115 29.336
H 2.175 2.441 30.474
H 1.325 1.078 31.244
Br -3.078 -4.896 24.616
C -3.696 -3.626 23.242
C -4.497 -2.536 23.999
Br -5.283 -1.567 22.450
H -4.338 -4.096 22.473
H -2.870 -3.113 22.687
H -3.842 -1.823 24.489
H -5.377 -2.883 24.594
Br -9.676 -0.462 22.278
C -9.162 1.156 23.294
C -7.950 1.858 22.664
Br -7.579 3.533 23.530
H -8.988 0.814 24.326
H -10.072 1.775 23.419
H -8.101 2.118 21.616
H -7.053 1.254 22.818
Br 1.060 5.372 28.166
C 0.977 6.283 26.371
C 1.272 7.802 26.483
Br 1.539 8.567 24.666
H -0.038 6.093 25.960
H 1.738 5.743 25.812
H 2.250 7.974 26.962
H 0.375 8.277 26.931
Br -3.970 1.695 17.378
C -4.031 2.558 19.131
C -4.100 1.469 20.212
Br -4.306 2.330 22.063
H -4.952 3.073 19.136
H -3.120 3.148 19.221
H -3.185 0.933 20.451
H -4.954 0.800 20.096
Br -8.261 -1.914 28.373
C -8.949 -0.202 28.950
C -10.461 -0.140 29.065
Br -11.058 1.747 29.387
H -8.622 0.479 28.163
H -8.437 0.101 29.856
H -10.884 -0.777 29.837
H -10.981 -0.397 28.134
```

(3)
This record from the Open Molecules 2025 dataset describes a molecular structure, C28H56BrO14PdS7 at a distorted geometry. The level of theory is ωB97M-V/def2-TZVPD.

Molecular weight ... 1027.535 g mol⁻¹
Multiplicity ... 3
F_max ... 2.252 eV/Å
Frontier orbital gap (alpha / beta) ... 9.242 / 7.344 eV
HOMO energy (alpha / beta) ... -10.83 / -10.70 eV
Charge ... +1
Energy relative to the best compared isomer or geometry (same formula, charge and spin) ... 0.0000 eV

Geometry as XYZ:
```
107
C28H56BrO14PdS7 ωB97M-V/def2-TZVPD
Pd 0.383 0.156 -0.022
Br 3.075 0.522 0.157
C -5.148 -1.689 -1.429
C -5.360 -0.383 -2.204
C -4.139 0.504 -1.917
S -2.777 -0.619 -2.154
O -1.693 -0.310 -1.254
O -2.437 -0.641 -3.563
C -3.698 -2.132 -1.678
H -5.851 -2.499 -1.613
H -5.305 -1.443 -0.376
H -6.205 0.193 -1.818
H -5.530 -0.514 -3.272
H -3.998 0.917 -0.920
H -4.009 1.264 -2.685
H -3.371 -2.517 -0.711
H -3.624 -2.845 -2.496
C 0.390 2.639 -5.575
C 1.868 2.497 -5.242
C 2.095 2.772 -3.733
S 0.487 2.268 -2.970
O -0.221 3.428 -2.438
O 0.643 1.103 -2.097
C -0.319 1.802 -4.513
H 0.186 2.472 -6.632
H 0.161 3.710 -5.507
H 2.470 3.203 -5.817
H 2.249 1.503 -5.480
H 2.223 3.827 -3.500
H 2.928 2.205 -3.327
H -1.395 1.889 -4.396
H -0.104 0.746 -4.678
C 4.035 -0.171 4.393
C 3.786 1.234 4.963
C 2.687 1.841 4.094
S 1.477 0.489 3.986
O 0.901 0.385 2.643
O 0.669 0.544 5.193
C 2.698 -0.901 4.165
H 4.685 -0.744 5.055
H 4.562 -0.116 3.440
H 4.731 1.768 4.874
H 3.447 1.244 5.998
H 3.033 1.992 3.071
H 2.164 2.697 4.508
H 2.594 -1.346 3.180
H 2.404 -1.525 5.003
C 0.599 -4.249 -4.130
C 1.813 -4.572 -3.253
C 2.503 -3.291 -2.842
S 1.311 -1.904 -2.913
O 1.853 -0.924 -3.841
O 0.907 -1.480 -1.593
C 0.019 -2.895 -3.739
H -0.086 -5.093 -4.116
H 0.937 -4.154 -5.167
H 2.554 -5.246 -3.676
H 1.406 -5.058 -2.360
H 3.285 -2.957 -3.528
H 3.006 -3.134 -1.883
H -0.560 -2.373 -4.497
H -0.738 -3.011 -2.951
C -2.802 0.983 4.587
C -2.558 2.144 3.617
C -3.268 1.751 2.312
S -2.857 -0.020 2.094
O -1.656 -0.209 1.325
O -4.070 -0.658 1.596
C -2.603 -0.352 3.851
H -3.830 1.060 4.957
H -2.202 1.047 5.493
H -1.492 2.221 3.389
H -2.935 3.076 4.031
H -2.923 2.274 1.421
H -4.351 1.750 2.417
H -1.551 -0.639 3.912
H -3.227 -1.151 4.239
C 0.798 5.880 -0.170
C 2.114 5.594 0.542
C 2.288 4.098 0.656
S 0.627 3.529 1.200
O 0.557 3.542 2.642
O 0.246 2.297 0.539
C -0.263 4.989 0.437
H 0.898 5.760 -1.248
H 0.480 6.912 -0.015
H 2.149 6.023 1.548
H 2.992 5.988 0.027
H 3.070 3.616 1.237
H 2.416 3.609 -0.317
H -0.952 5.386 1.179
H -0.886 4.467 -0.292
C 0.570 -5.422 0.683
C 1.338 -5.365 2.002
C 1.683 -3.884 2.169
S 0.104 -3.052 1.830
O 0.338 -1.899 0.977
O -0.665 -2.923 3.053
C -0.568 -4.437 0.834
H 0.280 -6.385 0.271
H 1.248 -4.981 -0.061
H 2.162 -6.070 2.069
H 0.627 -5.646 2.788
H 2.452 -3.632 1.438
H 2.052 -3.611 3.154
H -1.040 -3.958 -0.028
H -1.443 -4.779 1.393
```

(4)
This record from the Open Molecules 2025 dataset describes 3 unconnected molecules or ions with the total composition C28H56Cl2FNO5PS2 at a distorted geometry. The level of theory is ωB97M-V/def2-TZVPD.

Molecular weight ... 671.770 g mol⁻¹
F_max ... 1.268 eV/Å
Frontier orbital gap ... 9.692 eV
HOMO energy ... -11.77 eV
Charge ... +1

Geometry as XYZ:
```
96
C28H56Cl2FNO5PS2 ωB97M-V/def2-TZVPD
C -1.029 -1.533 2.482
C -1.594 -2.207 1.226
C -0.789 -3.417 0.767
C 0.540 -3.038 0.093
C 0.423 -2.958 -1.442
C 1.396 -1.904 -2.027
C 0.720 -0.701 -2.685
C 0.018 0.179 -1.632
C 0.856 1.357 -1.136
C 1.066 1.419 0.394
O -0.016 1.084 1.202
C 1.508 2.863 0.624
N 1.393 3.625 -0.693
C 2.690 4.262 -1.093
C 3.821 3.306 -1.469
C 4.764 2.944 -0.341
F 4.540 4.002 -2.437
C 0.612 2.787 -1.688
C -0.882 3.216 -1.692
Cl -1.603 3.274 -0.054
C -1.253 4.500 -2.433
C -2.766 4.737 -2.487
Cl -0.471 5.933 -1.675
P 1.320 2.698 -3.469
C -0.098 2.111 -4.490
C 1.555 4.409 -4.121
H 0.065 -1.527 2.444
H -1.360 -0.495 2.500
H -1.350 -2.020 3.395
H -1.713 -1.472 0.425
H -2.604 -2.550 1.460
H -0.586 -4.060 1.622
H -1.378 -3.993 0.054
H 1.343 -3.721 0.358
H 0.841 -2.044 0.438
H 0.675 -3.914 -1.894
H -0.596 -2.687 -1.726
H 2.068 -1.537 -1.246
H 2.044 -2.375 -2.766
H 0.013 -1.057 -3.434
H 1.490 -0.138 -3.213
H -0.987 0.461 -1.943
H -0.134 -0.450 -0.755
H 1.877 1.151 -1.473
H 1.911 0.751 0.570
H 0.161 0.271 1.680
H 2.447 3.040 1.134
H 0.746 3.290 1.275
H 0.811 4.428 -0.449
H 3.004 4.847 -0.228
H 2.512 4.974 -1.891
H 3.452 2.409 -1.962
H 5.733 2.676 -0.746
H 4.372 2.078 0.195
H 4.854 3.755 0.378
H -1.412 2.411 -2.192
H -0.895 4.443 -3.455
H -3.270 3.772 -2.529
H -3.091 5.211 -1.566
H -3.029 5.338 -3.349
H -0.628 2.957 -4.930
H -0.827 1.513 -3.954
H 0.341 1.537 -5.300
H 1.262 4.390 -5.170
H 1.028 5.202 -3.602
H 2.621 4.619 -4.091
C -1.107 -9.013 -0.029
C -2.005 -8.278 -1.034
C -1.512 -6.827 -1.112
S 0.244 -6.878 -0.719
O 0.462 -6.160 0.512
O 1.015 -6.565 -1.897
C 0.325 -8.635 -0.394
H -1.254 -10.091 -0.068
H -1.332 -8.681 0.987
H -1.917 -8.750 -2.014
H -3.053 -8.317 -0.745
H -1.630 -6.395 -2.102
H -1.991 -6.193 -0.368
H 1.047 -8.813 0.399
H 0.647 -9.120 -1.314
C -2.333 3.234 6.431
C -2.346 3.106 4.901
C -1.165 2.209 4.507
S -0.883 1.111 5.909
O 0.412 1.405 6.463
O -1.247 -0.235 5.550
C -2.142 1.818 6.967
H -3.251 3.679 6.809
H -1.499 3.865 6.746
H -3.282 2.645 4.581
H -2.277 4.078 4.416
H -1.370 1.602 3.629
H -0.250 2.779 4.359
H -1.798 1.776 7.997
H -3.043 1.218 6.846
```